No. 1
62
Properties=species:S:1:pos:R:3:forces:R:3:lowdin_spin:R:1 method="wB97M-V/def2-TZVPD" molar_mass_g_mol=668.80 e_homo_ev="-11.2 / -11.9" homo_lumo_gap_ev="7.19 / 7.89" e_tot_ev=-153063.0036 s_squared=2.014 e_above_lowest_ev=2.477 fmax_ha_per_bohr=0.1272 lumo_energy_ev="-3.97 / -4.02" charge=+1 spin_multiplicity=3
V 0.380276 -1.037819 -0.110634 -3.398 -1.770 -0.751 1.797
C 2.705976 0.518481 4.314366 -0.020 0.287 0.426 0.003
N 2.228376 -0.231419 3.174166 -0.687 0.145 -1.228 0.034
C 2.813876 -1.549519 3.015266 0.114 -0.486 -0.276 0.002
C 1.432576 0.261281 2.218666 0.259 0.539 1.352 0.026
O 1.264976 -0.309219 1.124066 3.891 2.280 4.739 0.003
C 0.641376 1.555381 2.428966 -0.078 0.066 -0.106 0.003
O -0.517424 1.548881 1.638966 -0.004 -0.080 0.212 0.001
C -1.713724 1.075481 2.223566 -0.075 0.083 -0.170 0.001
C -2.087924 -0.338119 1.740966 -0.075 0.330 0.361 0.004
O -1.225524 -1.083619 1.259866 0.316 -0.049 -0.063 0.012
N -3.347524 -0.722619 1.905966 0.353 -0.060 -0.072 0.003
C -3.818024 -1.939119 1.270966 0.117 -0.467 -0.277 0.000
C -4.371924 0.103581 2.506966 -0.153 0.385 0.086 0.000
H 2.333576 0.085881 5.245666 -0.015 0.012 -0.074 0.001
H 2.415176 1.562681 4.260766 -0.010 0.006 -0.013 0.000
H 3.796876 0.472781 4.332266 -0.064 0.018 -0.041 0.001
H 2.794376 -2.059819 3.977966 -0.008 0.034 -0.016 0.001
H 3.852576 -1.473019 2.684066 -0.013 0.013 0.038 0.001
H 2.243776 -2.136319 2.291966 0.134 0.121 0.222 0.000
H 1.236676 2.403681 2.065566 0.058 -0.179 0.227 0.001
H 0.392876 1.689081 3.490166 0.153 0.031 -0.160 0.000
H -2.489224 1.783681 1.911366 0.040 -0.160 0.154 0.000
H -1.647024 1.082981 3.322066 -0.105 -0.009 -0.146 0.000
H -2.969524 -2.521619 0.916166 -0.158 0.128 0.041 0.000
H -4.447224 -1.672419 0.419366 -0.016 -0.058 0.047 0.000
H -4.385024 -2.534619 1.984966 -0.037 0.042 0.020 0.000
H -3.989324 0.664881 3.357966 -0.016 -0.026 -0.008 0.000
H -5.173624 -0.542219 2.865666 0.104 0.056 -0.030 0.000
H -4.790424 0.803381 1.777766 -0.042 -0.033 0.034 0.000
O 0.431176 -4.631119 -0.918434 0.270 -0.628 -0.530 -0.001
Cl -0.016424 -3.532019 -0.181234 -0.816 -4.148 0.380 0.002
O -1.099724 -3.828819 0.654566 -0.718 -0.404 0.509 0.001
O 1.071076 -3.007819 0.607866 0.975 1.366 0.617 0.009
O -0.392124 -2.478219 -1.095734 -1.023 0.165 -1.846 0.026
O -2.490124 -0.275419 -1.112234 -0.288 0.036 -0.283 0.005
C -1.600524 0.458881 -1.474734 -0.575 0.165 0.138 0.004
N -0.309324 0.408681 -0.990834 -0.858 1.488 -0.819 -0.002
C 0.437176 1.458081 -1.474534 0.446 0.289 0.123 0.006
O 1.589176 1.655881 -1.144334 -0.029 0.451 -0.194 0.001
C -0.420224 2.230181 -2.405834 -0.644 -0.024 -0.299 0.000
C -0.170424 3.344481 -3.181734 0.018 -0.113 0.135 0.000
C -1.207424 3.821781 -3.978434 0.161 0.032 0.042 0.000
C -2.445224 3.197881 -3.994034 -0.108 -0.088 0.025 0.000
C -2.695324 2.069181 -3.218334 0.060 -0.059 0.099 0.000
C -1.670024 1.599881 -2.424034 0.428 0.480 -0.279 0.000
H 0.793076 3.828381 -3.166334 0.125 0.054 0.002 0.000
H -1.044124 4.692981 -4.595134 0.000 0.063 -0.043 0.000
H -3.230524 3.598581 -4.616134 -0.069 0.021 -0.086 0.000
H -3.654624 1.576781 -3.238434 -0.119 -0.054 0.026 0.000
Se 0.574276 -1.142419 -4.908234 0.367 0.137 0.288 -0.005
N 2.312876 -1.026019 -4.888234 1.063 0.043 -0.525 0.016
C 2.733876 -0.981319 -3.630334 -1.169 -0.067 -0.185 0.001
C 4.058276 -0.871519 -3.179234 0.361 -0.028 0.718 0.027
C 4.250676 -0.884119 -1.817434 0.408 0.031 -0.889 -0.004
C 3.165776 -0.982219 -0.939934 -0.804 0.007 -0.004 0.030
N 1.899476 -1.032019 -1.323734 2.293 -0.262 -0.360 -0.011
C 1.668876 -1.039519 -2.652734 -0.138 -0.015 -1.769 0.006
N 0.452676 -1.094919 -3.171334 -0.375 -0.111 0.590 -0.011
H 4.868376 -0.787019 -3.885634 0.121 -0.012 -0.031 0.001
H 5.242476 -0.810619 -1.400234 0.072 -0.016 0.012 -0.001
H 3.336976 -0.997119 0.129266 0.001 0.002 -0.089 0.001

No. 2
46
Properties=species:S:1:pos:R:3:forces:R:3:nbo_charge:R:1 method="wB97M-V/def2-TZVPD" molar_mass_g_mol=389.22 e_homo_ev=-3.4 homo_lumo_gap_ev=5.78 e_tot_ev=-53537.0607 e_above_lowest_ev=1.943 fmax_ha_per_bohr=0.0655 lumo_energy_ev=2.35 charge=-1
N 2.443401 0.534882 1.881559 0.053 -0.147 -2.006 -1.412
P 2.293398 0.543606 0.237669 1.336 0.183 2.840 1.730
O 3.076712 -0.863207 -0.489638 0.364 1.393 1.760 -1.039
O 3.027822 2.045263 -0.363637 -1.553 -2.388 -1.268 -0.988
P 0.112953 0.532134 -0.170154 -3.061 0.147 -1.403 0.421
C -1.820290 0.556132 -0.282298 -0.601 -0.168 0.542 -0.527
N -2.334911 1.037189 1.087760 0.735 0.556 -0.616 -0.884
H 1.480756 0.526150 2.300751 1.101 0.047 -0.888 0.376
H 3.589391 -1.382277 0.211816 -1.148 1.357 -1.165 0.513
H 2.531555 2.202157 -1.239075 0.973 -0.325 1.778 0.482
H -0.005320 1.694728 0.715900 0.593 -0.028 0.198 -0.158
H 0.258513 1.421173 -1.294485 0.505 0.614 -0.703 -0.217
H 0.226153 -0.582861 -1.075477 0.256 -0.456 -0.373 -0.183
H -0.029056 -0.395618 0.923156 0.232 -0.271 0.706 -0.179
H -2.200914 1.281795 -1.122411 0.591 -1.300 1.586 0.176
H -2.233642 -0.523903 -0.500771 0.868 2.199 0.548 0.182
H -2.265459 2.091930 1.144275 0.163 -2.450 -0.405 0.356
H -1.687678 0.703094 1.857132 -0.735 0.240 -1.329 0.341
C -3.713732 5.523664 1.615257 -0.234 0.159 0.136 -0.479
N -3.081112 4.194796 1.397295 0.311 -0.976 -0.020 0.511
O -3.477459 3.257248 2.099223 0.422 1.940 -0.744 -0.345
O -2.204446 4.130408 0.527566 -1.282 0.152 1.261 -0.360
H -4.462810 5.433113 2.404858 0.229 -0.106 -0.200 0.226
H -2.925508 6.219668 1.909478 -0.105 -0.128 -0.197 0.232
H -4.179310 5.825222 0.674770 0.217 -0.010 0.129 0.231
C 5.052035 -1.041652 3.949452 0.004 0.499 -0.070 -0.488
N 4.789651 -2.126548 2.965704 -0.361 -0.404 -1.119 0.536
O 4.417674 -1.788491 1.836041 1.007 -1.055 1.997 -0.367
O 4.964594 -3.287006 3.355384 -0.304 1.335 -0.627 -0.401
H 4.858479 -0.078205 3.472907 -0.194 -0.299 -0.052 0.269
H 4.379944 -1.194951 4.796256 0.176 -0.066 -0.172 0.233
H 6.097954 -1.118321 4.253411 -0.206 -0.178 0.021 0.217
C 2.635332 -3.068428 -3.051735 0.198 -0.076 0.185 -0.494
N 2.415212 -2.659205 -4.465131 -0.377 0.292 -0.747 0.525
O 3.310696 -2.921494 -5.276366 -1.205 0.443 0.687 -0.401
O 1.349529 -2.086209 -4.720308 1.715 -0.905 0.098 -0.371
H 3.608176 -3.558529 -2.973236 -0.240 0.160 -0.172 0.218
H 2.608088 -2.165056 -2.438985 -0.159 -0.098 0.055 0.287
H 1.833299 -3.757504 -2.779460 0.037 0.282 -0.029 0.229
C -5.359246 -2.589312 -2.210457 -0.071 -0.124 -0.292 -0.481
N -4.455605 -1.622032 -1.531188 0.912 0.984 0.557 0.512
O -3.781389 -0.876000 -2.250673 -1.207 -1.142 0.959 -0.351
O -4.448687 -1.638987 -0.294748 -0.112 -0.027 -1.872 -0.360
H -5.263181 -2.463623 -3.291087 0.065 0.053 0.304 0.227
H -5.052744 -3.593420 -1.910275 -0.129 0.207 0.060 0.230
H -6.378816 -2.371512 -1.886024 0.220 -0.111 0.062 0.226

No. 3
112
Properties=species:S:1:pos:R:3:forces:R:3:lowdin_charge:R:1 method="wB97M-V/def2-TZVPD" molar_mass_g_mol=572.96 e_homo_ev=-12.8 homo_lumo_gap_ev=9.32 e_tot_ev=-47473.2575 e_above_lowest_ev=0.000 fmax_ha_per_bohr=0.0837 lumo_energy_ev=-3.53 charge=+2
N -0.245094 -0.826132 -0.474497 3.597 0.877 -2.193 -0.575
O 0.440007 -1.546976 -1.288145 -1.567 0.546 0.754 -0.069
O -0.732663 -1.333376 0.513927 -1.246 -0.282 1.301 -0.038
O -0.211492 0.435747 -0.657144 -0.814 -0.974 0.460 -0.083
C -3.925485 -0.633946 -1.423778 -0.569 -0.409 0.556 -0.089
C -4.110044 -2.161317 -1.606461 0.539 -0.149 0.559 -0.221
C -3.037812 -2.921423 -0.764559 -1.091 -1.671 -0.166 -0.170
C -3.232226 -4.489868 -0.793404 1.455 -0.194 -0.506 -0.064
N -1.893865 -5.278325 -0.508188 0.749 -0.751 -0.767 -0.166
C -0.779050 -4.928139 -1.499245 0.034 0.482 -0.784 -0.118
C 0.223672 -6.091687 -1.535472 -0.935 0.318 1.024 -0.126
C -0.561038 -7.244061 -0.890457 -0.596 -0.855 -0.347 -0.159
C -2.022781 -6.839924 -0.789174 -0.067 2.236 0.992 -0.053
C -1.321758 -5.045393 0.946206 -0.574 1.924 -1.655 -0.125
C -2.216534 -5.275548 2.134960 0.383 0.852 0.470 -0.179
C -1.620571 -4.285164 3.258582 -0.755 -1.928 -0.237 -0.056
H -4.803380 -0.032825 -1.660521 -0.118 -0.290 -0.427 0.072
H -3.077530 -0.215139 -1.965683 0.097 -0.239 0.081 0.072
H -3.800911 -0.458016 -0.355308 0.380 0.142 0.104 0.054
H -4.022796 -2.436022 -2.657662 0.113 -0.066 -0.053 0.108
H -5.081762 -2.531263 -1.279344 -0.254 0.405 0.004 0.108
H -3.165601 -2.754843 0.305034 0.444 1.060 -0.086 0.100
H -2.065426 -2.645534 -1.172535 0.116 -0.131 0.551 0.086
H -3.585908 -4.803013 -1.775721 0.445 -0.205 -0.195 0.123
H -3.936671 -4.952228 -0.101971 -0.095 0.647 0.247 0.118
H -0.338157 -3.935451 -1.408208 -0.017 0.024 0.979 0.105
H -1.204598 -4.844910 -2.499289 -0.671 -0.312 0.101 0.136
H 1.084507 -5.928360 -0.887097 0.241 0.278 -0.581 0.116
H 0.473159 -6.283706 -2.579021 0.352 -0.060 0.314 0.123
H -0.221779 -7.449198 0.124881 0.304 -0.305 -0.300 0.113
H -0.488912 -8.116169 -1.540318 0.088 -0.293 0.506 0.124
H -2.571157 -7.132216 0.106345 0.087 -0.782 -0.282 0.123
H -2.612805 -7.003710 -1.690921 0.044 0.240 0.064 0.134
H -1.140861 -3.973456 0.866636 -0.117 0.225 0.072 0.095
H -0.300435 -5.396024 1.094718 -0.248 -0.812 -0.508 0.142
H -2.258364 -6.334506 2.389847 0.303 0.095 0.553 0.110
H -3.257543 -5.016883 1.941337 0.068 0.320 -0.151 0.098
H -2.389152 -4.111786 4.011778 0.002 0.251 -0.096 0.071
H -1.239047 -3.360754 2.824972 -0.225 -0.061 -0.017 0.055
H -0.816911 -4.790922 3.793787 0.170 0.087 -0.135 0.078
C -1.124910 5.560247 0.637149 1.090 -0.940 0.750 -0.084
C -1.291046 4.034583 0.783137 -0.485 -1.448 0.576 -0.229
C -1.241884 3.436553 2.253186 -1.111 1.471 -0.095 -0.161
C -1.462018 1.923691 2.310085 0.439 -0.076 -0.201 -0.098
N -1.395184 1.306555 3.686651 1.254 -1.402 0.819 -0.200
C -1.282841 -0.255224 3.634623 -1.359 0.925 -0.563 -0.064
C -2.699345 -0.718432 3.220661 0.421 0.567 -0.135 -0.121
C -3.601815 0.352282 3.928963 -1.259 -0.772 -2.149 -0.130
C -2.698043 1.408395 4.399156 0.867 2.129 1.815 -0.159
C -0.226210 1.832853 4.588186 -0.857 0.213 -0.556 -0.097
C 1.216228 1.501073 4.150748 0.078 -0.873 0.819 -0.207
C 2.264206 2.014508 5.200595 -1.223 0.052 -1.018 -0.068
H -1.774817 6.104054 1.322704 -0.239 -0.033 -0.286 0.078
H -1.187460 5.939649 -0.382779 -0.392 -0.215 0.060 0.070
H -0.109839 5.778760 0.968771 0.147 0.290 0.039 0.069
H -0.627098 3.379541 0.219059 0.702 0.605 -0.339 0.076
H -2.236941 3.698473 0.358396 -0.431 0.243 0.140 0.107
H -2.066546 3.927449 2.769966 -0.553 -0.103 0.069 0.108
H -0.445066 3.849308 2.871908 0.810 -0.514 -0.557 0.105
H -0.756103 1.370393 1.690700 0.123 0.070 -0.105 0.114
H -2.453499 1.675040 1.931592 0.029 0.073 -0.109 0.138
H -1.255473 -0.518154 4.692084 1.176 -0.218 -0.129 0.141
H -0.493155 -0.497528 2.923448 0.066 -0.402 0.536 0.118
H -2.900801 -1.751050 3.505629 0.106 0.208 0.449 0.096
H -2.759803 -0.748344 2.132754 -0.247 0.434 -0.050 0.088
H -4.271822 -0.050523 4.688528 0.355 0.039 0.115 0.129
H -4.246399 0.850877 3.205067 -0.336 -0.538 -0.252 0.117
H -2.569168 1.298952 5.475959 0.678 -0.083 0.028 0.138
H -2.985170 2.455620 4.304354 -0.621 -0.146 -0.277 0.141
H -0.530726 1.402132 5.542041 0.721 -0.218 0.106 0.126
H -0.406901 2.899651 4.720025 0.120 0.060 -0.229 0.122
H 1.520892 1.814343 3.152178 -0.512 0.404 -0.033 0.111
H 1.278482 0.413005 4.132791 0.119 -0.121 -0.101 0.097
H 3.275450 1.947454 4.799364 -0.122 -0.111 0.071 0.079
H 2.180188 1.439736 6.122911 0.072 0.279 0.035 0.081
H 2.016462 3.067465 5.334790 0.351 0.057 0.518 0.074
C 4.598151 -0.745858 -3.229951 -0.738 0.085 1.249 -0.089
C 3.432398 -0.554943 -2.162625 1.052 0.295 -1.786 -0.215
C 3.053052 0.928464 -1.879135 0.971 -0.665 0.053 -0.170
C 2.759560 1.726892 -3.175221 -0.481 -0.462 0.977 -0.077
N 2.584835 3.256121 -2.961867 -0.912 -0.878 0.484 -0.197
C 1.330989 3.580604 -2.086660 -0.045 -1.399 -0.687 -0.078
C 0.167079 3.281807 -3.029825 -0.558 0.999 1.731 -0.177
C 0.599627 3.906963 -4.325975 0.586 -0.891 -0.493 -0.131
C 2.177786 3.933943 -4.277016 -1.488 0.312 0.834 -0.059
C 3.808533 3.845286 -2.316745 1.634 0.892 -1.850 -0.112
C 5.089256 3.752283 -3.292060 -1.058 -0.916 1.952 -0.199
C 6.330585 4.381132 -2.656530 -0.799 0.387 -0.614 -0.090
H 4.355058 -0.394164 -4.232605 -0.014 -0.195 0.011 0.060
H 4.885135 -1.797354 -3.239996 -0.243 -0.043 -0.347 0.069
H 5.501774 -0.245202 -2.882234 0.003 0.331 -0.036 0.066
H 3.811235 -1.062343 -1.275430 -0.380 0.320 0.285 0.107
H 2.526157 -1.067041 -2.486007 0.093 -0.133 0.025 0.082
H 3.897896 1.372557 -1.352717 0.146 0.115 -0.050 0.099
H 2.257216 0.823295 -1.141788 -0.528 0.656 -0.396 0.089
H 1.865953 1.295463 -3.626256 -0.346 0.517 0.059 0.140
H 3.528184 1.558805 -3.929578 0.203 0.456 0.301 0.109
H 1.336409 4.646048 -1.856684 0.344 -0.015 -0.101 0.135
H 1.295892 3.000969 -1.164216 0.439 -0.086 -0.139 0.118
H -0.690781 3.781943 -2.580332 -0.190 0.187 -0.160 0.117
H -0.182308 2.252227 -3.107200 0.698 -0.156 0.088 0.116
H 0.246196 4.922475 -4.504635 -0.148 -0.210 0.059 0.123
H 0.193999 3.212433 -5.061629 0.393 0.553 -0.687 0.118
H 2.428729 4.970066 -4.049917 0.517 -0.036 -0.876 0.131
H 2.550716 3.480200 -5.195248 0.754 0.213 0.506 0.139
H 4.001941 3.423178 -1.330575 -0.101 -0.468 -0.360 0.123
H 3.641177 4.902705 -2.111892 -0.454 0.101 -0.251 0.127
H 4.911922 4.134714 -4.297248 -0.259 0.130 0.178 0.110
H 5.288899 2.683121 -3.363795 0.059 -0.085 -0.319 0.091
H 7.151720 4.093794 -3.313252 0.341 0.106 0.540 0.085
H 6.445580 4.081553 -1.614830 0.318 -0.233 -0.174 0.081
H 6.236397 5.466941 -2.672598 0.161 0.069 0.022 0.079